This record from the OMol25 dataset describes a structure of composition C4H13CdINO2. The level of theory is ωB97M-V/def2-TZVPD.

Strongest force on any atom ... 6.4 eV Å⁻¹
Energy relative to the best compared isomer or geometry (same formula, charge and spin) ... 0.884 eV
Total charge ... +2
⟨S²⟩ ... 0.755
Multiplicity ... 2
HOMO-LUMO gap (spin up / spin down) ... 0.19458 / 0.17286 Ha

Each line ends with the natural charge from an NBO analysis.
Geometry (Å):
Cd (-2.61, -3.93, -0.36)  1.23
I (-2.05, -2.56, 2.14)  -0.22
C (-0.79, 2.20, -1.48)  -0.64
C (-0.39, 0.82, -0.96)  -0.11
C (0.72, 0.85, -0.01)  -0.09
O (1.12, -0.41, 0.50)  -0.49
C (1.72, -1.25, -0.52)  -0.26
N (-1.56, 0.29, -0.23)  -0.34
H (-1.00, 2.86, -0.64)  0.23
H (-1.52, 2.28, -2.28)  0.28
H (0.10, 2.52, -2.01)  0.25
H (-0.19, 0.11, -1.76)  0.24
H (0.41, 1.47, 0.83)  0.23
H (1.55, 1.39, -0.46)  0.28
H (0.97, -1.41, -1.29)  0.16
H (1.99, -2.18, -0.02)  0.24
H (2.61, -0.73, -0.86)  0.22
H (-1.23, -0.51, 0.30)  0.39
H (-1.69, 1.02, 0.44)  0.39
O (0.88, -0.99, 3.17)  -0.91
H (1.02, -0.73, 2.26)  0.47
H (-0.07, -1.13, 3.23)  0.43


This record from the OMol25 dataset describes a structure of composition C4H8S. The level of theory is ωB97M-V/def2-TZVPD.

Strongest force on any atom ... 7.4 eV Å⁻¹
Energy relative to the best compared isomer or geometry (same formula, charge and spin) ... 1.918 eV
HOMO-LUMO gap ... 0.34854 Ha

Each line ends with the natural charge from an NBO analysis.
Geometry (Å):
C (0.36, -0.63, -1.60)  -0.63
C (-0.52, -0.39, -0.33)  -0.28
C (0.10, -0.11, 1.09)  -0.44
C (-0.26, 1.29, 1.22)  -0.48
H (0.73, 0.38, -1.78)  0.22
H (1.27, -1.40, -1.25)  0.20
H (-0.15, -1.13, -2.51)  0.23
H (-1.25, -1.18, -0.28)  0.20
H (-0.29, -0.97, 1.78)  0.21
H (1.06, -0.59, 0.99)  0.22
H (0.85, 1.73, 0.92)  0.20
H (-0.61, 1.72, 2.04)  0.21
S (-1.29, 1.29, -0.29)  0.15


This record from the OMol25 dataset describes a cluster of 2 separate species, C3H13N2OS in total. The level of theory is ωB97M-V/def2-TZVPD.

Strongest force on any atom ... 5.8 eV Å⁻¹
Energy relative to the best compared isomer or geometry (same formula, charge and spin) ... 1.663 eV
Total charge ... +1
HOMO-LUMO gap ... 0.36297 Ha

Each line ends with the natural charge from an NBO analysis.
Geometry (Å):
N (0.16, -0.65, 0.31)  -0.73
C (0.25, 0.78, -0.08)  -0.09
C (-0.61, 1.05, -1.44)  -0.58
S (-0.77, -0.44, -2.44)  -0.01
C (-0.40, 1.54, 1.13)  -0.23
N (0.03, 1.13, 2.41)  -0.88
H (0.86, -0.86, 1.21)  0.51
H (-0.78, -0.90, 0.53)  0.43
H (0.62, -1.29, -0.26)  0.44
H (1.33, 1.32, -0.13)  0.26
H (-1.62, 1.47, -1.34)  0.25
H (-0.12, 1.84, -2.00)  0.25
H (-2.05, -0.71, -2.17)  0.14
H (-1.46, 1.42, 1.08)  0.19
H (-0.11, 2.66, 0.88)  0.21
H (-0.76, 0.74, 2.92)  0.39
H (0.67, 1.69, 2.94)  0.40
H (2.26, -2.35, 2.68)  0.50
H (1.57, -3.25, 1.80)  0.50
O (1.89, -2.29, 1.78)  -0.96


This record from the OMol25 dataset describes the molecule C5H6FNOS. The level of theory is ωB97M-V/def2-TZVPD.

Strongest force on any atom ... 5.2 eV Å⁻¹
Energy relative to the best compared isomer or geometry (same formula, charge and spin) ... 1.077 eV
HOMO-LUMO gap ... 0.37033 Ha

Each line ends with the natural charge from an NBO analysis.
Geometry (Å):
C (-0.82, -1.04, -1.18)  -0.69
C (0.26, -1.00, -0.16)  0.69
O (1.47, -0.91, -0.74)  -0.71
F (0.32, -1.93, 0.80)  -0.34
C (-0.05, 0.63, 0.74)  -0.29
C (-0.01, 0.74, 2.08)  -0.13
N (-0.02, 2.04, 2.50)  -0.42
C (-0.17, 2.88, 1.53)  -0.12
S (-0.23, 2.17, -0.09)  0.34
H (-0.82, -2.06, -1.74)  0.24
H (-1.77, -0.91, -0.53)  0.24
H (-0.65, -0.06, -1.85)  0.25
H (2.17, -0.63, -0.09)  0.50
H (-0.03, -0.11, 2.70)  0.22
H (-0.42, 3.97, 1.68)  0.22